[1]
Formula: C8H10ClNO
Source: OMol25
Level of theory: wB97M-V/def2-TZVPD

Summary:
LUMO level = 0.0325 hartree
SMILES string = ClC1=N[C@H]2CC[C@@H]3CC[C@@]32O1
F_max = 0.1078 hartree/bohr

```
! RIJCOSX wB97M-V def2-TZVPD def2/J DEFGRID3
* xyz 0 1
Cl -3.83 -0.97 -2.93
C -2.28 -0.73 -2.38
N -1.33 -0.29 -3.05
C -0.19 -0.27 -1.78
C 0.31 1.07 -1.44
C -0.30 1.52 -0.07
C -0.74 0.28 0.65
C 0.30 -0.70 1.35
C -0.34 -1.86 0.56
C -0.96 -0.84 -0.34
O -2.26 -1.07 -1.02
H 0.74 -0.78 -2.19
H 0.14 1.64 -2.42
H 1.43 0.98 -1.49
H 0.34 2.10 0.66
H -1.28 2.09 -0.24
H -1.59 0.46 1.32
H 0.50 -0.87 2.45
H 1.28 -0.53 1.00
H 0.35 -2.50 0.14
H -1.15 -2.38 1.10
*
```

=====

[2]
Formula: C4H3F3O
Source: OMol25
Level of theory: wB97M-V/def2-TZVPD

Summary:
LUMO level = 0.0257 hartree
SMILES string = C=C[C@]1(F)OC1(F)F
F_max = 0.0802 hartree/bohr

```
! RIJCOSX wB97M-V def2-TZVPD def2/J DEFGRID3
* xyz 0 1
C 1.78 -0.46 -0.15
C 0.97 0.56 -0.06
C -0.45 0.47 0.12
F -1.00 1.97 -0.31
O -1.07 -0.01 1.26
C -1.54 -0.49 0.06
F -2.68 -0.04 -0.36
F -1.39 -1.83 -0.11
H 2.85 -0.31 -0.39
H 1.25 -1.49 -0.09
H 1.30 1.63 0.03
*
```

=====

[3]
Formula: C37H31BrI2N5O2PS2V
Source: OMol25
Level of theory: wB97M-V/def2-TZVPD

Summary:
LUMO level (spin up / spin down) = -0.1309 / -0.1024 hartree
<S²> = 2.047
F_max = 0.0563 hartree/bohr

```
! RIJCOSX wB97M-V def2-TZVPD def2/J DEFGRID3
* xyz 1 3
V -8.72 -17.20 11.46
N -6.50 -18.12 14.30
C -7.61 -18.88 14.07
N -8.24 -18.84 12.88
C -9.26 -19.82 12.92
C -9.43 -20.46 14.13
S -8.33 -19.89 15.32
C -10.10 -19.89 11.73
C -11.19 -20.70 11.46
S -11.98 -20.26 10.01
C -10.79 -19.02 9.78
N -9.90 -18.85 10.78
N -10.75 -18.17 8.71
H -5.96 -17.69 13.55
H -6.09 -18.17 15.23
H -10.17 -21.20 14.38
H -11.49 -21.59 12.02
H -11.15 -18.52 7.85
H -9.90 -17.60 8.58
O -7.63 -17.41 6.75
C -7.60 -17.65 7.98
O -8.32 -17.02 8.90
C -6.85 -18.82 8.49
C -6.10 -19.51 7.53
C -5.51 -20.72 7.86
C -5.68 -21.21 9.15
C -6.46 -20.47 10.04
N -7.05 -19.28 9.73
H -6.06 -19.09 6.53
H -4.88 -21.30 7.17
H -5.18 -22.09 9.48
H -6.64 -20.85 11.04
C -7.49 -13.12 15.76
C -6.44 -14.01 15.59
C -6.20 -14.64 14.37
C -7.04 -14.34 13.29
C -8.06 -13.38 13.41
C -8.31 -12.82 14.66
P -6.92 -15.22 11.67
C -5.20 -15.90 11.68
C -4.06 -15.11 11.78
C -2.82 -15.67 11.52
C -2.66 -17.03 11.24
C -3.81 -17.83 11.21
C -5.08 -17.28 11.41
C -6.80 -13.77 10.54
C -6.26 -12.54 10.92
C -6.20 -11.49 10.00
C -6.67 -11.63 8.71
C -7.20 -12.86 8.34
C -7.27 -13.93 9.23
H -7.69 -12.65 16.72
H -5.82 -14.27 16.45
H -5.38 -15.34 14.30
H -8.66 -13.09 12.55
H -9.10 -12.08 14.79
H -4.18 -14.05 12.09
H -1.95 -14.99 11.52
H -1.66 -17.46 11.02
H -3.69 -18.89 11.03
H -5.98 -17.90 11.34
H -5.82 -12.41 11.93
H -5.68 -10.56 10.32
H -6.64 -10.80 7.99
H -7.58 -12.99 7.33
H -7.65 -14.90 8.92
I -10.64 -16.14 13.54
C -10.23 -15.87 11.46
H -11.17 -16.10 10.93
H -10.04 -14.79 11.30
Br -12.44 -11.28 7.04
C -13.39 -12.89 6.79
C -14.64 -12.76 6.17
C -15.36 -13.92 5.90
C -14.87 -15.19 6.29
C -13.69 -15.27 6.99
C -12.92 -14.13 7.22
I -11.06 -14.28 8.15
H -14.96 -11.77 5.82
H -16.34 -13.86 5.45
H -15.42 -16.09 6.00
H -13.33 -16.25 7.34
*
```

=====

[4]
Formula: C28H29CeClN2O3SeTe
Source: OMol25
Level of theory: wB97M-V/def2-TZVPD

Summary:
LUMO level (spin up / spin down) = -0.1205 / -0.2752 hartree
<S²> = 0.767
F_max = 0.0727 hartree/bohr

```
! RIJCOSX wB97M-V def2-TZVPD def2/J DEFGRID3
* xyz 1 2
Ce 1.61 -3.46 3.66
Cl -3.73 1.71 2.31
C -2.60 0.62 3.01
C -1.38 1.19 3.44
C -0.32 0.51 3.88
C -0.39 -0.97 3.94
O 0.65 -1.60 4.33
C -1.65 -1.55 3.58
C -1.76 -3.00 3.44
O -0.84 -3.76 3.44
C -2.76 -0.72 3.21
H -1.25 2.28 3.25
H 0.60 0.98 4.19
H -2.81 -3.38 3.28
H -3.70 -1.18 3.06
Se 4.81 -3.28 4.08
C 3.76 -4.30 5.13
N 2.78 -4.78 5.56
C 2.09 -3.11 -0.32
C 1.96 -3.23 1.21
O 1.47 -4.40 1.66
N 2.16 -2.28 2.11
Te 0.08 1.01 0.29
C -1.63 1.24 -0.95
C -2.66 0.32 -0.95
C -2.48 -1.02 -0.31
C -3.92 0.64 -1.45
C -4.21 1.92 -1.87
C -5.56 2.38 -2.31
C -3.17 2.88 -1.79
C -1.84 2.58 -1.40
C -0.76 3.62 -1.38
C 1.60 0.71 -1.11
C 2.88 1.15 -0.69
C 3.23 1.58 0.74
C 3.88 1.23 -1.66
C 3.72 0.62 -2.89
C 4.85 0.52 -3.85
C 2.44 0.12 -3.23
C 1.37 0.17 -2.41
C 0.00 -0.29 -2.88
H 1.52 -3.94 -0.81
H 3.10 -3.08 -0.64
H 1.58 -2.19 -0.62
H -3.15 -1.83 -0.74
H -2.63 -1.02 0.75
H -1.49 -1.36 -0.47
H -4.79 -0.04 -1.43
H -5.68 2.28 -3.38
H -5.67 3.44 -1.98
H -6.35 1.83 -1.88
H -3.29 3.89 -2.09
H -1.15 4.68 -1.32
H -0.17 3.47 -2.29
H -0.04 3.54 -0.56
H 2.89 2.62 0.84
H 4.33 1.57 0.82
H 2.83 0.91 1.49
H 4.83 1.55 -1.33
H 5.82 0.37 -3.34
H 4.99 1.40 -4.48
H 4.71 -0.29 -4.58
H 2.28 -0.20 -4.27
H 0.13 -0.93 -3.76
H -0.61 0.58 -3.16
H -0.52 -0.90 -2.12
*
```

=====

[5]
Formula: C21H25Br15F12O8
Source: OMol25
Level of theory: wB97M-V/def2-TZVPD

Summary:
LUMO level = -0.0251 hartree
F_max = 0.0961 hartree/bohr

```
! RIJCOSX wB97M-V def2-TZVPD def2/J DEFGRID3
* xyz 0 1
C 5.74 1.60 -7.51
Br 6.94 0.00 -7.54
Br 6.23 2.89 -5.98
Br 3.86 1.00 -7.20
H 5.65 2.08 -8.48
C -7.98 0.70 0.35
Br -7.26 -0.61 1.63
Br -7.56 0.17 -1.55
Br -7.32 2.55 0.68
H -9.06 0.75 0.48
C -3.23 -8.06 0.55
Br -2.72 -9.18 2.13
Br -4.54 -6.69 1.12
Br -3.78 -9.21 -0.96
H -2.31 -7.59 0.21
C 1.84 7.75 -3.50
Br 2.36 7.11 -5.35
Br 1.95 6.24 -2.21
Br 0.21 8.77 -3.22
H 2.64 8.46 -3.28
C 4.49 1.17 1.57
Br 4.38 2.28 3.19
Br 4.25 -0.76 2.08
Br 6.31 1.34 0.85
H 3.73 1.52 0.86
C -1.06 1.66 1.56
C -1.47 0.30 1.02
O -0.54 -0.19 0.00
C -0.59 -1.44 -0.57
O -1.27 -2.37 -0.18
C 0.46 -1.69 -1.67
F 1.25 -2.73 -1.34
F -0.27 -2.15 -2.69
F 1.23 -0.70 -2.07
H -1.86 2.12 2.14
H -0.76 2.32 0.75
H -0.14 1.60 2.14
H -2.45 0.31 0.54
H -1.48 -0.34 1.90
C 0.14 11.89 3.16
C -0.25 10.46 2.97
O -0.14 9.92 4.24
C 0.00 8.55 4.40
O 0.28 7.74 3.51
C -0.19 8.09 5.88
F -1.15 7.17 5.83
F 0.88 7.44 6.39
F -0.56 9.03 6.72
H 0.26 12.44 2.23
H 1.13 11.92 3.63
H -0.65 12.34 3.78
H 0.58 10.07 2.38
H -1.18 10.21 2.45
C 0.37 -4.45 6.56
C -0.11 -3.17 5.94
O 0.53 -2.11 6.66
C 0.09 -1.51 7.85
O -1.04 -1.73 8.23
C 1.08 -0.49 8.46
F 2.24 -1.17 8.66
F 1.26 0.44 7.55
F 0.66 0.11 9.58
H 0.19 -4.38 7.63
H 1.42 -4.48 6.27
H -0.18 -5.24 6.04
H -1.20 -3.22 5.93
H 0.26 -3.12 4.91
C -0.55 -7.67 -6.39
C 0.20 -6.99 -7.53
O 0.62 -7.92 -8.59
C -0.24 -8.31 -9.59
O -1.42 -7.88 -9.71
C 0.36 -9.41 -10.58
F 1.49 -8.95 -11.16
F 0.78 -10.53 -9.91
F -0.45 -9.79 -11.56
H 0.15 -8.38 -5.96
H -1.46 -8.16 -6.72
H -0.87 -7.04 -5.56
H 1.13 -6.59 -7.12
H -0.35 -6.13 -7.90
*
```

=====

[6]
Formula: C5H14
Source: OMol25
Level of theory: wB97M-V/def2-TZVPD

Summary:
LUMO level (spin up / spin down) = 0.1521 / 0.1572 hartree
<S²> = 0.750
F_max = 0.0776 hartree/bohr

```
! RIJCOSX wB97M-V def2-TZVPD def2/J DEFGRID3
* xyz -1 2
C -0.89 -2.77 0.75
C -1.08 -2.00 -0.51
H -0.98 -2.12 1.63
H -1.54 -3.63 0.62
H 0.10 -3.21 0.84
H -0.65 -0.98 -0.42
H -2.04 -1.64 -0.95
H -0.49 -2.46 -1.38
C 0.54 1.07 -0.28
C 0.04 2.40 -0.94
C 1.42 1.35 0.98
H -0.32 0.48 0.05
H 1.03 0.55 -1.16
H 0.72 2.83 -1.69
H 2.48 1.12 0.74
H 1.32 2.43 1.11
H 1.15 0.97 1.94
H -1.03 2.35 -1.12
H 0.20 3.25 -0.23
*
```